# 1
{
  "formula": "C36H40N2O3S4SiTc",
  "method": "ωB97M-V with the def2-TZVPD basis set",
  "total_energy_ev": -100520.4161,
  "relative_energy_kcal_mol": 80.36,
  "spin_multiplicity": 1,
  "homo_lumo_gap_ev": [3.912, 3.904],
  "charge": -1,
  "largest_force_ha_per_bohr": 0.067,
  "elements": ["Tc", "S", "C", "C", "C", "C", "C", "C", "S", "H", "H", "H", "H", "C", "C", "N", "C", "C", "C", "S", "N", "C", "O", "C", "C", "C", "C", "C", "C", "H", "H", "H", "H", "H", "H", "H", "H", "H", "H", "H", "H", "H", "H", "H", "O", "C", "O", "C", "C", "C", "C", "S", "C", "C", "H", "H", "H", "H", "H", "C", "Si", "C", "C", "C", "H", "H", "H", "H", "H", "H", "H", "H", "H", "H", "H", "C", "C", "C", "C", "C", "C", "C", "H", "H", "H", "H", "H"],
  "coordinates": [[0.61395, 0.21821, 0.98097], [1.90102, 0.40696, 3.11438], [0.88510, 0.60543, 4.46192], [1.39867, 0.59399, 5.75028], [0.57065, 0.76395, 6.83068], [-0.79229, 1.08918, 6.65879], [-1.31748, 1.18846, 5.38106], [-0.50159, 0.89999, 4.27354], [-1.09818, 0.81188, 2.67311], [2.47392, 0.49500, 5.87314], [0.89196, 0.50827, 7.86439], [-1.45808, 1.23093, 7.50519], [-2.36009, 1.48532, 5.21888], [-1.02339, -0.21070, -4.77923], [-1.06077, -1.67919, -4.29377], [-1.25520, -1.71172, -2.80303], [-2.53857, -2.17643, -2.34927], [-3.48543, -1.04965, -1.86050], [-0.27471, -1.46010, -1.94848], [-0.51189, -1.52162, -0.18495], [0.92243, -1.19432, -2.47837], [2.10050, -1.45165, -1.96672], [2.39974, -1.29999, -0.64041], [3.29336, -1.56548, -2.82785], [4.45533, -2.18849, -2.38552], [5.48605, -2.51484, -3.23899], [5.48712, -2.01787, -4.53713], [4.35854, -1.34278, -5.03646], [3.28839, -1.11525, -4.17509], [-0.83798, -0.22454, -5.84122], [-0.23993, 0.30952, -4.29083], [-1.94068, 0.33086, -4.55435], [-0.14298, -2.26313, -4.44174], [-1.88759, -2.27069, -4.71396], [-2.44320, -2.87688, -1.50529], [-2.87625, -2.76285, -3.21558], [-3.04065, -0.39950, -1.08288], [-4.34414, -1.57556, -1.42959], [-3.87229, -0.46316, -2.70277], [4.48168, -2.46654, -1.31645], [6.33067, -3.08997, -2.85354], [6.40876, -2.14502, -5.16071], [4.21399, -0.97944, -6.05461], [2.39717, -0.57712, -4.49272], [-8.87759, -2.94727, 1.54175], [-7.73802, -2.24128, 1.91099], [-7.90162, -1.14670, 2.41327], [-6.35436, -2.76785, 1.75902], [-5.92423, -3.70294, 0.80520], [-4.63815, -4.15819, 0.88317], [-3.64094, -3.62166, 1.73719], [-2.00301, -4.01459, 1.79374], [-4.11710, -2.64995, 2.69184], [-5.42209, -2.23152, 2.68279], [-8.67036, -3.88869, 1.36040], [-6.58830, -4.11273, 0.01097], [-4.34146, -4.96831, 0.20713], [-3.45051, -2.21094, 3.41213], [-5.79251, -1.55998, 3.49766], [0.47677, 4.99460, -0.94761], [0.31473, 3.83382, 0.55403], [1.89467, 4.21914, 1.50624], [-1.29318, 4.42662, 1.42059], [0.22605, 1.96137, 0.04484], [0.88076, 5.94240, -0.70014], [-0.52234, 5.18161, -1.41793], [1.16818, 4.61471, -1.72186], [1.70324, 5.06580, 2.13216], [2.73317, 4.45334, 0.80605], [2.23610, 3.39809, 2.12904], [-1.16382, 5.41782, 1.86326], [-1.60197, 3.78532, 2.28684], [-2.07298, 4.47811, 0.67130], [0.71004, 1.91954, -0.95565], [-0.84071, 1.63897, 0.04474], [2.18071, -0.02126, -0.12533], [3.40229, 0.71691, -0.33293], [4.58161, 0.01509, 0.11474], [5.73418, 0.73631, 0.37457], [5.85999, 2.08287, 0.01463], [4.80046, 2.69142, -0.63812], [3.54378, 2.06274, -0.69577], [4.57652, -1.01989, 0.39415], [6.57739, 0.25985, 0.90676], [6.71030, 2.73427, 0.26227], [4.90320, 3.69554, -1.08605], [2.68549, 2.59402, -1.03639]]
}

---

# 2
{
  "formula": "C21H20Cl2N4O2",
  "method": "ωB97M-V with the def2-TZVPD basis set",
  "total_energy_ev": -57199.5006,
  "smiles": "C/C(Cl)=C(\\Cl)c1cccc2c1C(=O)C=CC2=O.CC#N.CC#N.CC#N.CC#N",
  "relative_energy_kcal_mol": 74.36,
  "spin_multiplicity": 1,
  "homo_lumo_gap_ev": 8.363,
  "largest_force_ha_per_bohr": 0.028,
  "elements": ["C", "C", "Cl", "C", "Cl", "C", "C", "C", "C", "C", "C", "C", "O", "C", "C", "C", "O", "H", "H", "H", "H", "H", "H", "H", "H", "C", "C", "N", "H", "H", "H", "C", "C", "N", "H", "H", "H", "C", "C", "N", "H", "H", "H", "C", "C", "N", "H", "H", "H"],
  "coordinates": [[3.05737, -2.85639, 1.90427], [2.08403, -1.73593, 2.14857], [1.94985, -1.04446, 3.74554], [1.30555, -1.22760, 1.20300], [1.36776, -1.88223, -0.43107], [0.35982, -0.09793, 1.40910], [0.84635, 1.18733, 1.37823], [-0.07118, 2.21727, 1.58775], [-1.40429, 1.99076, 1.77690], [-1.86680, 0.69850, 1.78515], [-0.97970, -0.33726, 1.62199], [-1.53902, -1.74661, 1.69627], [-0.91020, -2.65153, 2.21087], [-2.91611, -1.90900, 1.14203], [-3.76087, -0.90256, 1.28606], [-3.32714, 0.36023, 1.97416], [-4.09584, 1.05319, 2.60202], [3.47784, -2.75362, 0.90678], [2.58110, -3.82594, 2.05984], [3.87920, -2.76696, 2.61886], [1.89766, 1.38176, 1.23172], [0.27066, 3.24329, 1.60760], [-2.09869, 2.80802, 1.92827], [-3.16425, -2.86096, 0.67350], [-4.77838, -1.00368, 0.92169], [3.41146, -1.74016, -4.28832], [4.52251, -1.56791, -3.34878], [5.39963, -1.43084, -2.61607], [3.26653, -0.82511, -4.85888], [3.63205, -2.55599, -4.97373], [2.49718, -1.96873, -3.74398], [-2.27922, -6.31480, 0.25778], [-3.27952, -5.27504, 0.02283], [-4.06172, -4.45011, -0.16214], [-2.52181, -7.19854, -0.32903], [-1.29559, -5.95061, -0.03258], [-2.26416, -6.57856, 1.31324], [-0.81935, 2.88408, -2.26452], [0.37532, 2.99613, -1.43202], [1.30832, 3.08458, -0.76324], [-0.69442, 2.08243, -2.99030], [-1.68478, 2.66795, -1.63985], [-0.98667, 3.82192, -2.79029], [0.90664, 7.38168, -1.01914], [-0.40864, 6.75260, -1.13886], [-1.44158, 6.25273, -1.23316], [1.31550, 7.19399, -0.02853], [1.58136, 6.96915, -1.76641], [0.81712, 8.45538, -1.17169]]
}

---

# 3
{
  "formula": "C33H62INO21P2S",
  "method": "ωB97M-V with the def2-TZVPD basis set",
  "total_energy_ev": -117218.9914,
  "smiles": "CO[C@H]([C@@H](OC[PH2]=S)c1ccccn1)P(O)I.CCOC(=O)OC.CCOC(=O)OC.CCOC(=O)OC.CCOC(=O)OC.CCOC(=O)OC.CCOC(=O)OC",
  "relative_energy_kcal_mol": 111.38,
  "spin_multiplicity": 1,
  "homo_lumo_gap_ev": 7.728,
  "largest_force_ha_per_bohr": 0.123,
  "elements": ["C", "O", "C", "C", "O", "C", "P", "S", "C", "C", "C", "C", "C", "N", "P", "O", "I", "H", "H", "H", "H", "H", "H", "H", "H", "H", "H", "H", "H", "H", "H", "C", "C", "O", "C", "O", "O", "C", "H", "H", "H", "H", "H", "H", "H", "H", "C", "C", "O", "C", "O", "O", "C", "H", "H", "H", "H", "H", "H", "H", "H", "C", "C", "O", "C", "O", "O", "C", "H", "H", "H", "H", "H", "H", "H", "H", "C", "C", "O", "C", "O", "O", "C", "H", "H", "H", "H", "H", "H", "H", "H", "C", "C", "O", "C", "O", "O", "C", "H", "H", "H", "H", "H", "H", "H", "H", "C", "C", "O", "C", "O", "O", "C", "H", "H", "H", "H", "H", "H", "H", "H"],
  "coordinates": [[5.27348, -2.85164, 4.64977], [4.88992, -3.67135, 3.48872], [4.82969, -2.83381, 2.24479], [3.24628, -2.61224, 1.89887], [2.46329, -3.17961, 3.03738], [1.32293, -3.97342, 2.55297], [-0.33242, -2.96702, 2.49085], [-1.03264, -2.92235, 0.64084], [2.79184, -1.00351, 1.83183], [3.55322, 0.18704, 2.63750], [3.12949, 1.79165, 2.65530], [1.76791, 2.05499, 1.71838], [1.17574, 0.73769, 0.96502], [1.60543, -0.68792, 0.98416], [5.77485, -3.89020, 0.91016], [6.11286, -2.76315, -0.40973], [4.39275, -5.75806, 0.10583], [4.79818, -1.78204, 4.66223], [6.43844, -2.74476, 4.65958], [4.94470, -3.37366, 5.66194], [5.46022, -1.85788, 2.37739], [2.98719, -3.10046, 0.86684], [1.50562, -4.54702, 1.54976], [1.13438, -4.81640, 3.37721], [-1.33998, -3.62316, 3.28670], [-0.17640, -1.61460, 3.02606], [4.50427, -0.12167, 3.28100], [3.67250, 2.62640, 3.26916], [1.28253, 3.12853, 1.61773], [0.20925, 0.95734, 0.29523], [6.13006, -1.86835, 0.06258], [-3.55638, 1.55668, 7.46153], [-3.38164, 2.40271, 6.21086], [-2.83058, 1.63432, 5.13481], [-3.67910, 0.75575, 4.54085], [-4.84858, 0.57356, 4.83923], [-2.99295, 0.09404, 3.57637], [-3.74706, -0.94192, 2.94783], [-2.60899, 1.08467, 7.74043], [-3.90907, 2.16952, 8.29596], [-4.27709, 0.75008, 7.30281], [-2.67035, 3.20794, 6.41958], [-4.32267, 2.87477, 5.90400], [-4.68874, -0.55759, 2.54342], [-3.93289, -1.75042, 3.66001], [-3.15362, -1.33907, 2.11961], [-5.59918, 2.05931, -3.44934], [-4.47975, 1.08455, -3.12189], [-3.58464, 1.62830, -2.14460], [-4.05436, 1.66930, -0.87089], [-5.15129, 1.28562, -0.49746], [-3.10322, 2.23798, -0.08935], [-3.51974, 2.44098, 1.26056], [-5.18787, 3.02354, -3.76430], [-6.23392, 1.66414, -4.24758], [-6.22960, 2.25378, -2.57758], [-3.88797, 0.90239, -4.02440], [-4.86880, 0.11457, -2.78978], [-3.86950, 1.50744, 1.71244], [-4.30070, 3.20529, 1.29733], [-2.65817, 2.79793, 1.83163], [-3.13606, -1.40091, -8.13592], [-4.55045, -1.58916, -7.61194], [-5.17088, -0.33076, -7.32308], [-5.56200, 0.39668, -8.40128], [-5.43480, 0.07187, -9.57100], [-6.09291, 1.56135, -7.95344], [-6.44364, 2.46806, -8.99834], [-2.54353, -0.80522, -7.43436], [-2.64743, -2.36812, -8.28424], [-3.12932, -0.86610, -9.08941], [-4.51245, -2.14531, -6.67004], [-5.16754, -2.17198, -8.30624], [-7.11979, 1.99915, -9.72013], [-5.53934, 2.83105, -9.49420], [-6.95872, 3.32144, -8.54859], [9.91622, 3.04464, -0.21154], [8.52992, 3.55232, -0.57337], [8.07478, 2.98874, -1.80916], [7.69218, 1.68651, -1.75946], [7.70021, 0.97311, -0.76905], [7.32653, 1.30700, -3.00892], [7.00620, -0.07987, -3.11363], [10.61892, 3.23304, -1.02936], [10.28287, 3.53573, 0.69435], [9.91540, 1.96534, -0.03738], [8.57190, 4.63640, -0.71798], [7.80479, 3.36126, 0.22678], [6.23326, -0.36400, -2.39263], [7.90820, -0.68116, -2.97133], [6.62183, -0.26439, -4.12063], [-3.72192, -6.17567, 7.16434], [-5.13631, -6.36392, 7.68832], [-5.75674, -5.10552, 7.97717], [-6.14786, -4.37808, 6.89897], [-6.02066, -4.70289, 5.72926], [-6.67877, -3.21341, 7.34681], [-7.02951, -2.30669, 6.30191], [-3.12940, -5.57998, 7.86590], [-3.23329, -7.14287, 7.01602], [-3.71518, -5.64085, 6.21085], [-5.09831, -6.92007, 8.63021], [-5.75341, -6.94674, 6.99402], [-7.70565, -2.77561, 5.58013], [-6.12520, -1.94371, 5.80606], [-7.54458, -1.45332, 6.75167], [6.41233, 3.64545, -5.46370], [5.40542, 3.64272, -4.32501], [4.24299, 4.41178, -4.65555], [3.38862, 3.83984, -5.54302], [3.52457, 2.74629, -6.06796], [2.37127, 4.70786, -5.76756], [1.45725, 4.26879, -6.77193], [6.66852, 4.67141, -5.74635], [7.32474, 3.11678, -5.17343], [6.00851, 3.16247, -6.35750], [5.85653, 4.11513, -3.44681], [5.12274, 2.62392, -4.03405], [1.06026, 3.27548, -6.54012], [1.94921, 4.27091, -7.74834], [0.62231, 4.97431, -6.80290]]
}

---

Number 2 is which compound? C21H20Cl2N4O2